(1)
A cluster of 10 separate species, C40H51N9O2 in total at a distorted geometry, computed with ωB97M-V/def2-TZVPD.

Cartesian coordinates (Å):
C1 0.04497 0.45210 0.63645
H1 -2.09297 -0.10761 -1.67433
C2 -1.13019 1.14933 6.57568
C3 1.17809 -3.24684 5.19959
N1 4.09022 -2.45013 -1.24391
H2 3.76507 -0.96207 -6.21375
H3 0.86138 2.59906 -3.35016
C4 -0.00421 -2.67139 4.49485
C5 -0.35735 -0.34350 -0.41090
H4 1.98593 3.18551 1.05870
C6 -1.66533 -5.86509 1.68360
H5 3.11650 1.67007 2.73741
C7 0.16005 1.58552 6.35461
C8 4.47814 0.93567 1.05825
H6 -0.56282 -5.50956 -0.12032
H7 -5.99335 4.79451 -0.62750
H8 1.46280 -3.84960 0.17401
C9 1.93181 -1.66095 3.68435
H9 1.03620 -0.14566 -6.45008
C10 -1.29163 -5.16708 0.59936
H10 -2.48707 0.35116 5.14838
H11 -1.33706 -6.81687 2.07443
H12 -4.97206 0.01228 -2.11222
C11 2.76779 2.48998 0.79164
C12 1.67980 -0.30393 -5.59736
H13 3.48292 2.61942 -1.46255
H14 -1.81511 -3.10844 0.03176
H15 -3.01837 -5.40878 3.26032
H16 2.02626 -0.65175 4.08523
H17 4.96817 -4.00938 -2.33431
C13 2.30539 -0.27638 -3.36374
H18 0.91484 0.40124 1.27453
N2 -2.89648 4.08286 -1.61546
H19 0.50967 2.39960 -0.78889
C14 -2.84513 -3.97837 1.69452
C15 -0.95397 1.35700 0.96074
H20 0.82070 -2.94597 2.56996
H21 -0.44121 -1.85491 5.06974
C16 -1.93317 -3.94391 0.70589
H22 0.13557 -1.14646 -0.93882
H23 -3.74692 1.48143 -3.95110
C17 0.45912 1.53997 4.99864
C18 2.97603 -2.33792 -0.43099
C19 2.38136 -3.62366 -0.34714
H24 -0.85192 -3.33884 4.33996
H25 5.13374 1.02922 -0.93241
H26 4.29243 -0.90925 -3.76227
N3 -1.54969 0.65167 5.37447
H27 -1.81888 -2.25898 -4.01303
H28 0.25378 0.28363 -3.94481
O1 1.17813 -4.13910 6.07204
C20 -4.88662 4.47848 -2.47427
H29 2.72419 -1.37553 -0.01054
C21 -3.79528 4.38389 -0.61385
C22 -0.10293 4.37235 -0.79414
H30 -0.35897 6.39859 -1.62687
H31 2.95900 -5.56859 -1.21330
H32 -1.90104 3.94438 -1.51529
C23 -3.39219 -1.55396 -2.76325
C24 -4.11132 -0.31340 -2.67743
O2 2.29277 -2.65587 4.69766
C25 0.60343 -2.16293 3.29642
H33 -0.32139 4.43219 0.26184
H34 1.39620 1.75345 4.50598
C26 3.47074 2.31159 -0.42742
H35 0.47659 5.34080 -3.84285
C27 4.18387 -3.75221 -1.63778
C28 -3.64720 4.06982 -2.77003
C29 -2.45527 -0.24463 -4.23577
H36 -2.94679 1.63992 0.01893
N4 4.47271 1.35899 -0.24365
H37 -5.70253 4.63697 -3.16389
C30 3.46104 1.74354 1.71648
C31 1.23628 -0.03486 -4.26048
H38 2.66382 -1.65847 2.87673
N5 3.36774 -0.73102 -4.12735
H39 -0.09398 -1.59407 2.68152
C32 -0.61679 0.94440 4.44124
H40 4.83070 -1.76667 -1.31230
H41 2.45449 -0.16863 -2.29953
N6 0.36376 3.23081 -1.34379
H42 -3.54245 -2.43773 -2.16095
C33 -1.97699 1.16836 0.07829
H43 -1.77351 0.04543 -5.02155
C34 0.34905 4.78073 -2.92827
H44 -0.86249 0.67083 3.42576
C35 -0.08792 5.36682 -1.79533
N7 -2.44892 -1.52075 -3.73342
H45 -3.57877 -3.31433 2.12720
N8 -1.61234 0.16818 -0.82991
N9 -2.55268 -5.11243 2.41450
H46 5.11308 0.13924 1.41735
C36 0.57319 3.41535 -2.70439
C37 3.15738 -4.51417 -1.08985
H47 -3.19013 3.87020 -3.72796
H48 0.89772 1.98084 7.03722
H49 -3.51008 4.32159 0.42595
H50 -0.90404 2.13612 1.70699
C38 -3.45458 0.50123 -3.60449
C39 3.01139 -0.71536 -5.48060
H51 -1.80565 0.97370 7.39989
C40 -5.05836 4.57763 -1.12263

The structure (SMILES) is c1cc[nH]c1.c1cc[nH]c1.c1cc[nH]c1.c1cc[nH]c1.c1cc[nH]c1.c1cc[nH]c1.c1cc[nH]c1.c1cc[nH]c1.c1cc[nH]c1.O=C1CCCO1.

These are the Mulliken partial charges, in e, on atoms 1 to 99: atom 1 (C): 0.50, atom 2 (H): 0.54, atom 3 (C): -0.67, atom 4 (C): 0.42, atom 5 (N): 0.09, atom 6 (H): 0.40, atom 7 (H): 0.41, atom 8 (C): -0.10, atom 9 (C): -1.87, atom 10 (H): 0.56, atom 11 (C): -0.47, atom 12 (H): 0.45, atom 13 (C): -0.88, atom 14 (C): -0.88, atom 15 (H): 0.48, atom 16 (H): 0.45, atom 17 (H): 0.39, atom 18 (C): 0.16, atom 19 (H): 0.43, atom 20 (C): -1.02, atom 21 (H): 0.23, atom 22 (H): 0.42, atom 23 (H): 0.51, atom 24 (C): -0.03, atom 25 (C): -0.93, atom 26 (H): 0.54, atom 27 (H): 0.52, atom 28 (H): 0.20, atom 29 (H): 0.00, atom 30 (H): 0.40, atom 31 (C): -0.77, atom 32 (H): 0.89, atom 33 (N): 0.50, atom 34 (H): -0.22, atom 35 (C): -1.23, atom 36 (C): -1.66, atom 37 (H): -0.14, atom 38 (H): 0.05, atom 39 (C): 0.64, atom 40 (H): 0.73, atom 41 (H): 0.56, atom 42 (C): 0.18, atom 43 (C): -0.86, atom 44 (C): 0.02, atom 45 (H): 0.20, atom 46 (H): 0.26, atom 47 (H): 0.22, atom 48 (N): 0.02, atom 49 (H): 0.26, atom 50 (H): 0.32, atom 51 (O): -0.65, atom 52 (C): -0.67, atom 53 (H): 0.72, atom 54 (C): -0.63, atom 55 (C): -0.97, atom 56 (H): 0.45, atom 57 (H): 0.44, atom 58 (H): 0.38, atom 59 (C): -0.94, atom 60 (C): -0.64, atom 61 (O): -0.39, atom 62 (C): 0.47, atom 63 (H): 0.46, atom 64 (H): 0.49, atom 65 (C): -0.82, atom 66 (H): 0.42, atom 67 (C): -0.54, atom 68 (C): -0.59, atom 69 (C): -0.84, atom 70 (H): 0.58, atom 71 (N): 0.07, atom 72 (H): 0.39, atom 73 (C): -0.47, atom 74 (C): 0.44, atom 75 (H): 0.07, atom 76 (N): 0.14, atom 77 (H): -0.06, atom 78 (C): -1.08, atom 79 (H): 0.28, atom 80 (H): 0.41, atom 81 (N): 0.96, atom 82 (H): 0.49, atom 83 (C): -0.97, atom 84 (H): 0.57, atom 85 (C): -0.55, atom 86 (H): 0.90, atom 87 (C): -0.67, atom 88 (N): 0.09, atom 89 (H): 0.37, atom 90 (N): 0.39, atom 91 (N): 0.08, atom 92 (H): 0.45, atom 93 (C): -0.62, atom 94 (C): -0.98, atom 95 (H): 0.56, atom 96 (H): 0.42, atom 97 (H): 0.42, atom 98 (H): 0.80, atom 99 (C): -0.07

=====

(2)
A structure of composition C34H86FN14O18Y at a distorted geometry, computed with ωB97M-V/def2-TZVPD.

Cartesian coordinates (Å):
H1 13.85088 13.44520 12.51252
H2 11.71522 7.15606 18.16699
H3 17.14378 11.71222 19.22853
C1 10.73874 11.80246 17.45317
H4 13.65332 7.28496 19.69960
H5 18.04516 11.78280 13.67087
N1 11.20468 7.80927 17.59014
H6 19.42310 14.35772 12.82239
C2 17.40536 12.40107 15.96738
H7 20.14604 11.32780 12.81312
H8 18.57852 14.78379 16.43986
C3 19.23563 13.29670 12.65745
H9 16.50660 8.98854 16.79075
H10 14.12836 14.78702 20.78265
H11 8.43489 8.46518 16.49215
O1 20.24086 12.71963 16.68700
N2 8.94252 8.70579 20.18997
H12 19.11936 15.28207 15.00073
H13 11.44424 9.11521 22.38690
H14 12.36856 14.98965 26.42787
H15 15.94984 9.87665 15.30374
H16 13.97776 15.91478 25.04140
H17 12.83224 11.38822 23.88494
H18 15.45688 11.97677 10.76512
H19 11.47344 12.46129 13.69218
H20 8.68716 14.97696 19.77365
H21 13.87072 9.98204 14.07768
H22 14.67780 10.40580 10.41932
N3 9.45722 6.60764 20.32261
H23 13.77052 8.95943 12.59860
C4 11.59964 15.94322 15.78602
O2 11.24046 17.02611 15.31625
C5 8.35770 12.86172 20.19655
H24 11.86084 10.88902 26.13294
H25 13.09704 12.11965 14.23637
N4 12.08842 15.69102 16.96463
H26 13.02464 16.26236 22.65431
C6 8.84632 7.64679 20.91397
C7 21.00822 12.68275 14.36241
O3 12.52414 9.51253 20.18687
H27 18.96968 13.08338 11.62214
H28 17.51282 12.69246 17.01220
N5 12.16028 11.18662 11.44121
C8 13.09984 12.20067 9.26459
H29 16.42257 12.43082 15.49693
O4 12.56790 14.63194 25.55959
H30 10.77616 14.74495 14.38391
C9 18.28784 14.69655 15.39296
H31 11.98042 14.81948 17.46349
O5 14.40128 13.40774 18.77640
C10 13.70712 9.97081 13.00009
C11 9.44279 12.10994 16.66171
H32 15.20120 16.03710 19.98767
O6 11.10138 11.03699 22.86857
H33 12.45268 13.06463 9.11338
N6 11.38250 14.79578 15.19006
H34 11.33376 12.43390 24.27765
C12 13.50496 13.43102 11.47896
O7 9.99384 14.39482 21.41213
H35 7.61724 12.99818 20.98469
H36 8.63196 11.39534 16.80319
C13 14.83862 10.70453 12.47529
H37 12.34312 16.47517 17.54801
H38 12.37916 16.64867 24.88836
H39 15.05988 11.47578 13.21306
C14 11.27652 10.62823 25.25053
C15 12.94768 15.73126 24.73591
N7 17.23128 10.75367 19.53452
H40 14.07010 12.45794 8.83974
C16 20.44762 12.37113 12.90587
C17 18.13056 12.86932 13.65356
N8 16.23100 9.16892 20.52918
H41 9.25560 5.67537 20.65474
H42 10.48664 13.57847 21.52318
H43 15.67274 10.00642 12.40464
O8 9.93575 10.77345 25.53041
H44 11.81250 7.34191 22.17239
H45 11.46528 11.61411 22.19322
C18 14.83540 14.52237 18.93574
H46 13.17918 6.56582 21.19628
H47 21.40232 10.42012 14.65821
C19 16.12606 10.38183 20.06150
C20 12.34664 10.66226 12.79198
H48 11.51300 8.77106 17.59132
H49 10.06253 14.00058 19.47861
H50 17.32629 15.09431 15.06845
O9 13.58314 14.33753 22.76278
H51 15.71082 14.76244 17.16379
H52 10.04994 6.81666 19.53199
C21 13.24214 12.04259 10.86755
H53 17.64537 11.34501 15.84387
O10 13.88036 9.40320 17.81398
H54 9.89334 9.44563 16.74384
C22 11.38528 9.47164 12.88043
O11 10.95394 11.75001 11.22337
H55 21.30032 14.85429 13.95109
H56 11.58348 8.84694 13.75139
H57 15.20118 8.32786 15.79242
H58 12.93668 13.79360 22.30688
H59 22.85170 14.00237 13.99466
H60 12.81104 11.25336 8.80929
H61 9.28610 8.59249 19.24698
N9 19.87808 12.69973 15.37419
N10 11.97510 8.32972 22.03863
H62 10.59058 11.23299 10.50070
H63 12.60116 14.03847 11.52645
C23 21.81572 13.97273 14.33225
C24 12.16802 11.65060 13.91227
Y1 13.12192 11.42976 18.93943
H64 7.84420 12.76011 19.24047
H65 11.83892 11.17593 14.83665
H66 22.00348 14.22348 15.37627
H67 11.31034 9.55002 25.09426
H68 11.65086 14.04444 15.80939
H69 17.20028 13.36794 13.38139
H70 22.23480 11.44592 15.69036
C25 21.83342 11.42107 14.67726
C26 14.56956 9.98318 16.98720
H71 14.28112 13.87835 10.85803
H72 17.20632 8.91519 20.59595
N11 13.11424 7.34081 20.55186
O12 14.45072 11.22292 16.99832
H73 10.31850 9.66072 13.00011
C27 10.12448 7.48545 17.01844
H74 21.15072 12.46212 12.07793
H75 11.47860 8.73482 12.08262
O13 9.83842 6.29626 16.90925
O14 8.94140 11.62413 20.58528
H76 9.41365 10.34955 24.84534
C28 18.48845 13.16771 15.06486
H77 16.05306 16.01389 18.40775
H78 9.60917 12.10599 15.58449
H79 20.47394 13.64228 16.81342
C29 11.75756 11.45477 24.05452
H80 8.31954 9.44510 20.48222
N12 9.41618 8.55597 16.71338
H81 11.77964 15.27742 23.01641
N13 14.66274 15.18332 20.02274
H82 9.02596 13.09455 16.87363
H83 15.45360 8.69928 20.97102
C30 12.82298 15.40979 23.30280
O15 10.94768 10.72281 17.97523
N14 15.58440 15.18430 18.07272
H84 22.68224 11.45327 13.99422
H85 17.84570 10.03805 19.17330
O16 15.10144 11.04147 20.25372
C31 15.66572 9.24778 16.14747
H86 9.20140 11.59597 21.50897
O17 11.61842 12.70122 17.61208
C32 14.66058 11.29115 11.05489
C33 12.50226 8.45518 20.85623
O18 8.30266 7.65518 21.99171
F1 12.30336 12.51287 20.92899
C34 9.25534 14.14821 20.19607

These are the Mulliken partial charges, in e, on atoms 1 to 99: atom 1 (H): 0.19, atom 2 (H): 0.09, atom 3 (H): 0.16, atom 4 (C): 1.15, atom 5 (H): 0.29, atom 6 (H): 0.33, atom 7 (N): 0.30, atom 8 (H): 0.38, atom 9 (C): -1.61, atom 10 (H): 0.41, atom 11 (H): 0.47, atom 12 (C): -0.91, atom 13 (H): 0.34, atom 14 (H): 0.08, atom 15 (H): 0.22, atom 16 (O): -0.41, atom 17 (N): -0.07, atom 18 (H): 0.34, atom 19 (H): 0.02, atom 20 (H): 0.27, atom 21 (H): -0.02, atom 22 (H): 0.30, atom 23 (H): 0.31, atom 24 (H): 0.50, atom 25 (H): 0.66, atom 26 (H): 0.46, atom 27 (H): -0.30, atom 28 (H): 0.44, atom 29 (N): -0.22, atom 30 (H): 0.70, atom 31 (C): 0.40, atom 32 (O): -0.76, atom 33 (C): -0.72, atom 34 (H): 0.38, atom 35 (H): -0.20, atom 36 (N): -0.03, atom 37 (H): 0.36, atom 38 (C): 0.60, atom 39 (C): 1.46, atom 40 (O): 0.01, atom 41 (H): 0.36, atom 42 (H): 0.17, atom 43 (N): 0.37, atom 44 (C): -1.83, atom 45 (H): -0.08, atom 46 (O): -0.44, atom 47 (H): 0.22, atom 48 (C): -1.80, atom 49 (H): -0.09, atom 50 (O): 0.06, atom 51 (C): -0.93, atom 52 (C): -1.79, atom 53 (H): 0.12, atom 54 (O): -0.44, atom 55 (H): 0.42, atom 56 (N): 0.01, atom 57 (H): 0.22, atom 58 (C): -1.59, atom 59 (O): -0.59, atom 60 (H): 0.41, atom 61 (H): 0.42, atom 62 (C): 0.39, atom 63 (H): 0.17, atom 64 (H): 0.36, atom 65 (H): -0.60, atom 66 (C): -0.79, atom 67 (C): -0.52, atom 68 (N): -0.40, atom 69 (H): 0.38, atom 70 (C): -1.21, atom 71 (C): -1.24, atom 72 (N): -0.36, atom 73 (H): 0.21, atom 74 (H): 0.10, atom 75 (H): 0.68, atom 76 (O): -0.61, atom 77 (H): 0.16, atom 78 (H): -0.10, atom 79 (C): 0.41, atom 80 (H): 0.16, atom 81 (H): 0.35, atom 82 (C): 0.46, atom 83 (C): 2.14, atom 84 (H): -0.66, atom 85 (H): -0.15, atom 86 (H): 0.31, atom 87 (O): -0.60, atom 88 (H): 0.02, atom 89 (H): 0.01, atom 90 (C): 1.42, atom 91 (H): 0.51, atom 92 (O): -0.67, atom 93 (H): -0.07, atom 94 (C): -2.30, atom 95 (O): -0.48, atom 96 (H): 0.25, atom 97 (H): 0.41, atom 98 (H): 0.42, atom 99 (H): 0.00

=====

(3)
A structure of composition ArH22O11 at a distorted geometry, computed with ωB97M-V/def2-TZVPD.

Cartesian coordinates (Å):
H1 0.86987 -0.71340 -4.18517
H2 -3.44711 0.29710 0.00558
H3 0.12186 2.27662 3.34792
H4 1.41675 4.25156 1.31122
H5 -0.65052 -1.27417 3.23308
H6 1.19967 -1.39335 -2.87337
O1 1.67028 -3.18293 0.84753
O2 -0.16863 1.73002 2.61782
Ar1 -0.27296 0.06792 -0.38086
H7 -2.35527 -3.75568 -2.42084
H8 -1.10517 -2.42444 4.10604
H9 3.58409 1.44417 -0.04975
O3 2.45421 1.97040 -3.00102
H10 1.80117 2.65681 -3.13747
H11 1.98271 1.15413 -3.16723
O4 1.34461 -0.58438 -3.36407
H12 1.63715 3.09266 0.36240
H13 2.88757 1.96726 -1.28795
H14 -2.69843 0.49634 1.30622
O5 -3.42159 0.84869 0.78745
O6 2.91112 2.06188 -0.33573
O7 -1.38243 -1.57051 3.77413
O8 0.95196 -0.99011 2.32246
O9 -1.74397 -3.29694 -1.84455
O10 -3.45308 -0.64100 -1.61589
H15 0.03640 2.24399 1.83678
H16 1.51755 -3.13213 -0.09604
H17 -4.16891 -1.27480 -1.56979
H18 1.31541 -0.97939 3.20791
H19 0.69751 -0.08239 2.15649
H20 -3.71459 -0.03355 -2.30789
O11 0.94731 3.60712 0.78155
H21 1.46654 -2.30546 1.17120
H22 -2.23106 -2.53204 -1.53813

The computed Mulliken charges, all in e, follow: atom 1 (H): 0.30, atom 2 (H): 0.39, atom 3 (H): 0.23, atom 4 (H): 0.32, atom 5 (H): 0.45, atom 6 (H): 0.29, atom 7 (O): -0.62, atom 8 (O): -0.58, atom 9 (Ar): -0.01, atom 10 (H): 0.30, atom 11 (H): 0.30, atom 12 (H): 0.29, atom 13 (O): -0.73, atom 14 (H): 0.34, atom 15 (H): 0.40, atom 16 (O): -0.66, atom 17 (H): 0.40, atom 18 (H): 0.39, atom 19 (H): 0.32, atom 20 (O): -0.66, atom 21 (O): -0.69, atom 22 (O): -0.66, atom 23 (O): -0.75, atom 24 (O): -0.61, atom 25 (O): -0.65, atom 26 (H): 0.39, atom 27 (H): 0.30, atom 28 (H): 0.33, atom 29 (H): 0.29, atom 30 (H): 0.31, atom 31 (H): 0.28, atom 32 (O): -0.70, atom 33 (H): 0.39, atom 34 (H): 0.32

=====

no.,HOMO-LUMO gap (Ha)
1,0.2873
2,0.2995
3,0.3870